Record 1
ORCA calculation (wB97M-V/def2-TZVPD) on a 40-piece molecular cluster, H80O40 overall at a distorted geometry.

Each atom is followed by the atoms it is bonded to, with distances in Å.
CARTESIAN COORDINATES (ANGSTROEM)
1 H 2.878 0.440 -5.062  O3 0.964
2 H 3.254 0.377 -3.652  O3 0.946
3 O 2.987 1.016 -4.296  H1 0.964, H2 0.946
4 H 0.470 6.714 0.251  O6 1.051
5 H -0.283 5.755 -0.753  O6 0.950
6 O 0.492 5.767 -0.204  H4 1.051, H5 0.950
7 H -0.882 1.663 5.939  O9 0.873
8 H 0.203 2.246 5.346  O9 0.970
9 O -0.523 2.458 5.954  H7 0.873, H8 0.970
10 H 1.545 -0.254 -3.617  O12 1.041
11 H 0.447 -1.449 -3.978  O12 1.008
12 O 1.429 -1.220 -3.987  H10 1.041, H11 1.008
13 H -4.925 0.307 -0.887  O15 0.932
14 H -4.207 -0.448 0.112  O15 0.951
15 O -4.080 -0.060 -0.746  H13 0.932, H14 0.951
16 H -1.855 -0.736 4.200  O17 0.952
17 O -1.010 -0.324 4.352  H16 0.952, H95 0.955
18 H 5.435 -2.495 2.600  O19 0.982
19 O 5.641 -2.287 1.664  H18 0.982, H97 0.970
20 H -1.323 5.288 -3.858  O22 0.864
21 H 0.310 5.577 -3.584  O22 0.962
22 O -0.544 5.140 -3.515  H20 0.864, H21 0.962
23 H -2.770 -0.313 6.081  O25 0.879
24 H -3.357 -0.938 4.850  O25 0.965
25 O -3.238 -1.004 5.805  H23 0.879, H24 0.965
26 H 2.595 0.319 -0.895  O28 0.976
27 H 3.862 -0.280 -1.296  O28 0.988
28 O 2.899 -0.402 -1.479  H26 0.976, H27 0.988
29 H 2.073 -2.493 -3.131  O31 1.002
30 H 2.393 -3.831 -2.640  O31 1.048
31 O 2.925 -2.964 -2.891  H29 1.002, H30 1.048
32 H -1.555 -0.835 -3.601  O33 0.909
33 O -1.093 -1.555 -3.910  H32 0.909, H98 0.903
34 H 2.763 2.542 -2.565  O36 0.916
35 H 1.974 2.506 -3.850  O36 1.033
36 O 2.479 3.134 -3.204  H34 0.916, H35 1.033
37 H 4.802 3.690 1.765  O39 0.846
38 H 4.969 2.323 2.395  O39 0.864
39 O 4.901 3.183 2.436  H37 0.846, H38 0.864
40 H -4.610 -5.012 -0.761  O42 1.009
41 H -4.095 -3.582 -0.201  O42 0.965
42 O -4.062 -4.187 -0.953  H40 1.009, H41 0.965
43 H 0.624 -4.873 3.666  O45 1.008
44 H -0.865 -4.494 3.334  O45 0.976
45 O -0.131 -4.260 3.932  H43 1.008, H44 0.976
46 H -1.934 0.058 -5.638  O48 0.968
47 H -3.221 -0.413 -5.678  O48 0.874
48 O -2.449 -0.684 -5.985  H46 0.968, H47 0.874
49 H -0.910 -2.166 -0.316  O51 0.990
50 H -2.034 -1.398 -0.494  O51 0.919
51 O -1.892 -2.280 -0.279  H49 0.990, H50 0.919
52 H -2.505 -0.064 1.106  O53 1.064
53 O -1.638 -0.035 1.721  H52 1.064, H94 0.977
54 H 3.926 5.360 0.188  O56 0.914
55 H 4.612 4.411 -0.650  O56 1.009
56 O 4.289 4.528 0.299  H54 0.914, H55 1.009
57 H 1.789 5.387 3.992  O58 0.969
58 O 1.275 4.566 3.988  H57 0.969, H96 1.030
59 H -2.264 -5.775 -1.048  O61 0.952
60 H -1.656 -4.343 -1.345  O61 0.984
61 O -1.480 -5.240 -0.981  H59 0.952, H60 0.984
62 H 2.842 -4.444 4.111  O64 0.882
63 H 1.892 -3.184 3.985  O64 1.038
64 O 2.850 -3.562 4.113  H62 0.882, H63 1.038
65 H -3.174 -1.349 -2.867  O67 0.932
66 H -4.167 -2.353 -2.686  O67 0.974
67 O -3.950 -1.629 -3.300  H65 0.932, H66 0.974
68 H 2.400 -0.247 1.201  O70 0.977
69 H 1.085 -0.155 2.199  O70 0.942
70 O 1.944 -0.498 2.027  H68 0.977, H69 0.942
71 H -1.059 -2.981 -3.077  O73 1.003
72 H -2.500 -3.913 -2.668  O73 1.035
73 O -1.500 -3.869 -2.927  H71 1.003, H72 1.035
74 H -3.317 2.907 2.062  O76 0.909
75 H -3.061 4.294 2.816  O76 0.919
76 O -3.236 3.392 2.827  H74 0.909, H75 0.919
77 H 0.641 -0.472 -2.369  O79 1.101
78 H 0.656 0.693 -1.180  O79 1.043
79 O 0.067 0.385 -1.983  H77 1.101, H78 1.043
80 H -4.686 -2.407 2.841  O82 1.047
81 H -5.260 -3.649 2.025  O82 0.924
82 O -4.532 -3.079 2.052  H80 1.047, H81 0.924
83 H -3.920 4.409 -1.725  O85 0.903
84 H -3.406 3.124 -2.680  O85 1.058
85 O -3.821 3.514 -1.787  H83 0.903, H84 1.058
86 H 4.528 -0.513 1.045  O88 0.991
87 H 5.726 0.053 0.269  O88 0.995
88 O 4.743 0.172 0.362  H86 0.991, H87 0.995
89 H -2.359 1.861 -3.427  O90 1.008
90 O -2.036 0.917 -3.573  H89 1.008, H99 1.058
91 H 0.706 -5.980 0.861  O93 0.941
92 H -0.343 -4.878 0.810  O93 0.944
93 O 0.204 -5.384 1.390  H91 0.941, H92 0.944
94 H -1.379 0.893 1.884  O53 0.977
95 H -0.570 -0.863 3.698  O17 0.955
96 H 0.490 4.886 4.572  O58 1.030
97 H 6.171 -1.474 1.672  O19 0.970
98 H -1.031 -1.724 -4.795  O33 0.903
99 H -1.229 1.034 -2.898  O90 1.058
100 O -1.261 1.858 0.011  H101 0.973, H102 0.992
101 H -2.167 2.165 -0.166  O100 0.973
102 H -1.393 0.891 -0.168  O100 0.992
103 O 3.944 -0.076 3.471  H104 1.038, H105 0.990
104 H 3.338 -0.918 3.505  O103 1.038
105 H 3.626 0.789 3.110  O103 0.990
106 O -1.602 3.047 -2.093  H107 1.047, H108 0.997
107 H -0.905 3.590 -2.655  O106 1.047
108 H -1.714 3.359 -1.152  O106 0.997
109 O -0.077 2.381 2.621  H110 0.929, H111 0.872
110 H 0.284 1.947 3.359  O109 0.929
111 H 0.257 2.242 1.827  O109 0.872
112 O 2.903 2.161 0.194  H113 0.918, H114 1.017
113 H 3.132 2.988 0.520  O112 0.918
114 H 3.678 1.510 0.091  O112 1.017
115 O -4.687 1.895 0.853  H116 1.081, H117 1.115
116 H -5.747 2.073 0.745  O115 1.081
117 H -4.054 1.853 -0.064  O115 1.115
118 O 3.270 -5.431 -1.815  H119 1.075, H120 0.952
119 H 3.773 -4.697 -1.211  O118 1.075
120 H 3.328 -6.003 -1.056  O118 0.952

Results
- gap between HOMO and LUMO (Eh) = 0.3328
- lowest unoccupied orbital energy (eV) = -0.592
- largest force on an atom (eV/A) = 9.292
- energy relative to the best compared isomer or geometry (same formula, charge and spin) (kJ/mol) = 1796.9


Record 2
ORCA calculation (wB97M-V/def2-TZVPD) on a 40-piece molecular cluster, H80O40 overall at a distorted geometry.

Each atom is followed by the atoms it is bonded to, with distances in Å.
CARTESIAN COORDINATES (ANGSTROEM)
1 H 1.283 -1.914 4.514  O3 0.953
2 H 2.672 -1.652 5.146  O3 0.956
3 O 2.088 -2.329 4.810  H1 0.953, H2 0.956
4 H 1.004 -0.823 -6.925  O6 0.959
5 H 0.395 -0.946 -5.474  O6 0.961
6 O 1.198 -0.992 -6.000  H4 0.959, H5 0.961
7 H -1.890 2.935 0.998  O9 0.958
8 H -0.874 3.539 1.702  O9 0.977
9 O -1.039 3.307 0.766  H7 0.958, H8 0.977
10 H -2.258 -0.208 5.720  O12 0.951
11 H -2.247 -1.947 6.034  O12 0.948
12 O -2.416 -1.025 6.180  H10 0.951, H11 0.948
13 H 2.649 -0.982 -1.886  O15 0.964
14 H 2.964 0.116 -2.922  O15 0.957
15 O 3.222 -0.228 -2.067  H13 0.964, H14 0.957
16 H -1.568 -5.751 -0.443  O17 0.973
17 O -1.900 -5.473 -1.314  H16 0.973, H95 0.941
18 H -2.128 -0.206 -1.110  O19 0.962
19 O -2.876 -0.388 -0.533  H18 0.962, H97 0.952
20 H 2.448 -5.551 -2.779  O22 0.963
21 H 3.455 -4.655 -2.139  O22 0.971
22 O 2.767 -5.300 -1.906  H20 0.963, H21 0.971
23 H 4.108 -3.569 1.220  O25 0.961
24 H 5.410 -3.134 1.990  O25 0.958
25 O 4.526 -2.870 1.730  H23 0.961, H24 0.958
26 H -5.537 2.126 -3.018  O28 0.953
27 H -4.025 1.601 -2.530  O28 0.949
28 O -4.962 1.678 -2.403  H26 0.953, H27 0.949
29 H -2.129 -2.694 -2.756  O31 0.967
30 H -1.263 -1.463 -3.055  O31 0.961
31 O -1.963 -2.011 -3.420  H29 0.967, H30 0.961
32 H -0.493 -2.231 0.037  O33 0.966
33 O 0.452 -2.403 0.128  H32 0.966, H98 0.960
34 H -0.107 -4.186 0.338  O36 0.957
35 H 0.045 -5.637 1.039  O36 0.957
36 O -0.490 -4.855 0.907  H34 0.957, H35 0.957
37 H 3.145 -0.435 -4.838  O39 0.963
38 H 3.354 1.164 -5.166  O39 0.958
39 O 2.879 0.479 -4.695  H37 0.963, H38 0.958
40 H 1.880 -2.115 2.880  O42 0.968
41 H 2.874 -1.804 1.701  O42 0.964
42 O 2.101 -1.484 2.179  H40 0.968, H41 0.964
43 H 4.176 -1.965 -2.430  O45 0.961
44 H 3.615 -3.031 -1.412  O45 0.961
45 O 4.020 -2.900 -2.274  H43 0.961, H44 0.961
46 H -4.538 -1.082 -2.128  O48 0.955
47 H -6.020 -1.030 -1.543  O48 0.958
48 O -5.409 -1.474 -2.132  H46 0.955, H47 0.958
49 H 2.328 1.435 2.146  O51 0.971
50 H 3.018 2.726 1.986  O51 0.965
51 O 2.680 2.159 2.689  H49 0.971, H50 0.965
52 H -3.251 4.241 2.385  O53 0.961
53 O -3.509 4.641 3.220  H52 0.961, H94 0.945
54 H 1.923 -3.222 -3.802  O56 0.968
55 H 1.730 -2.436 -4.915  O56 1.002
56 O 1.848 -2.265 -3.935  H54 0.968, H55 1.002
57 H 5.394 3.090 -0.729  O58 0.964
58 O 4.671 3.676 -0.476  H57 0.964, H96 0.979
59 H -1.915 2.537 4.104  O61 0.970
60 H -3.302 2.083 3.950  O61 0.969
61 O -2.457 1.757 4.297  H59 0.970, H60 0.969
62 H 3.183 1.783 4.435  O64 0.975
63 H 4.192 2.591 5.191  O64 0.956
64 O 3.989 1.683 4.974  H62 0.975, H63 0.956
65 H -5.973 0.720 1.218  O67 0.968
66 H -4.914 0.174 0.206  O67 0.947
67 O -5.641 -0.067 0.762  H65 0.968, H66 0.947
68 H -1.386 0.643 -3.177  O70 0.969
69 H -1.593 1.573 -2.258  O70 0.991
70 O -2.186 0.914 -2.701  H68 0.969, H69 0.991
71 H 0.047 -5.321 -3.743  O73 0.956
72 H -0.967 -4.166 -4.291  O73 0.948
73 O -0.112 -4.574 -4.319  H71 0.956, H72 0.948
74 H 2.389 4.920 -0.931  O76 0.969
75 H 2.265 6.222 -0.235  O76 0.965
76 O 1.892 5.749 -0.988  H74 0.969, H75 0.965
77 H -3.555 -2.572 2.245  O79 0.988
78 H -3.187 -1.821 3.275  O79 0.968
79 O -2.686 -2.399 2.681  H77 0.988, H78 0.968
80 H -1.036 0.631 3.214  O82 0.951
81 H -1.885 -0.614 3.665  O82 0.957
82 O -1.011 -0.225 3.627  H80 0.951, H81 0.957
83 H -0.460 1.980 -0.226  O85 0.982
84 H -0.260 0.971 0.869  O85 0.962
85 O -0.393 1.011 -0.083  H83 0.982, H84 0.962
86 H -3.470 -0.674 -3.919  O88 0.964
87 H -4.158 -1.829 -4.308  O88 0.966
88 O -4.110 -0.910 -4.600  H86 0.964, H87 0.966
89 H -4.540 -3.520 1.242  O90 0.957
90 O -5.242 -2.944 1.544  H89 0.957, H99 0.967
91 H -5.018 3.269 0.820  O93 0.960
92 H -4.962 2.114 -0.208  O93 0.964
93 O -5.419 2.431 0.580  H91 0.960, H92 0.964
94 H -2.962 5.405 3.317  O53 0.945
95 H -2.831 -5.609 -1.313  O17 0.941
96 H 4.070 2.939 -0.241  O58 0.979
97 H -2.692 -0.126 0.363  O19 0.952
98 H 0.828 -1.524 0.044  O33 0.960
99 H -5.400 -2.184 0.968  O90 0.967
100 O 0.098 3.179 3.805  H101 0.965, H102 0.963
101 H 0.468 2.317 3.577  O100 0.965
102 H 0.085 3.182 4.768  O100 0.963
103 O -2.480 5.661 0.771  H104 0.949, H105 0.953
104 H -1.817 5.541 1.440  O103 0.949
105 H -2.264 5.783 -0.149  O103 0.953
106 O -0.295 2.876 -2.090  H107 0.960, H108 0.964
107 H -0.072 3.795 -2.252  O106 0.960
108 H 0.481 2.310 -2.161  O106 0.964
109 O 6.015 0.908 3.304  H110 0.959, H111 0.979
110 H 5.881 1.495 2.556  O109 0.959
111 H 5.276 1.033 3.934  O109 0.979
112 O 5.541 0.412 0.072  H113 0.962, H114 0.948
113 H 4.968 0.309 0.837  O112 0.962
114 H 6.239 -0.224 0.159  O112 0.948
115 O 3.204 1.375 -0.005  H116 0.964, H117 0.964
116 H 3.645 0.654 -0.468  O115 0.964
117 H 2.445 1.523 -0.582  O115 0.964
118 O 2.847 2.807 -2.749  H119 0.961, H120 0.948
119 H 3.152 2.111 -3.338  O118 0.961
120 H 3.420 3.562 -2.758  O118 0.948

Results
- gap between HOMO and LUMO (Eh) = 0.3434
- lowest unoccupied orbital energy (eV) = -0.700
- largest force on an atom (eV/A) = 2.930
- energy relative to the best compared isomer or geometry (same formula, charge and spin) (kJ/mol) = 831.1